(1)
Computed, not measured: C4H6N2S in the gas phase at a distorted geometry, with wB97M-V/def2-TZVPD.

Cartesian coordinates (Å):
C1 0.509 -1.098 1.063
N1 -0.231 -1.720 0.213
S1 -1.104 -0.727 -0.856
C2 -0.609 0.793 -0.055
C3 0.589 1.576 -0.701
N2 1.498 1.025 0.258
C4 0.430 0.433 1.017
H1 1.179 -1.560 1.787
H2 -1.461 1.410 0.274
H3 0.747 1.267 -1.730
H4 0.416 2.653 -0.640
H5 2.108 1.630 0.772
H6 0.299 0.879 1.995

DFT total energy: -663.65075 Ha
Net charge: 0
E_LUMO: 0.80 eV
Structure (SMILES): C1=NS[C@@H]2CN[C@H]12
Multiplicity: 1
F_max: 0.03722 Eh/bohr
Relative energy (zero: lowest compared OMol25 entry of this formula, charge and spin): 2.1166 eV
E_HOMO: -8.48 eV



(2)
Computed, not measured: C4H6N2S in the gas phase at a distorted geometry, with wB97M-V/def2-TZVPD.

Cartesian coordinates (Å):
S1 -2.274 -0.028 0.077
C1 -0.647 0.035 -0.071
C2 0.115 1.255 -0.265
C3 1.367 1.219 0.088
C4 2.119 -0.036 0.287
N1 1.402 -1.086 -0.354
N2 0.083 -0.996 0.042
H1 -0.368 2.355 -0.308
H2 1.969 2.130 -0.009
H3 2.271 -0.290 1.341
H4 3.037 0.071 -0.220
H5 1.755 -2.118 -0.336
H6 -0.401 -1.969 0.252

DFT total energy: -663.61955 Ha
Net charge: 0
E_LUMO: 0.44 eV
Structure (SMILES): S=C1C=CCNN1
Multiplicity: 1
F_max: 0.14534 Eh/bohr
Relative energy (zero: lowest compared OMol25 entry of this formula, charge and spin): 2.9655 eV
E_HOMO: -7.93 eV



(3)
Computed, not measured: C4H6N2S in the gas phase at a distorted geometry, with wB97M-V/def2-TZVPD.

Cartesian coordinates (Å):
N1 2.823 -1.135 0.090
C1 1.755 -0.650 0.149
C2 0.423 0.046 -0.047
S1 0.871 1.817 0.034
C3 -0.718 -0.473 -0.974
N2 -1.656 -0.277 0.146
C4 -0.532 -0.087 1.163
H1 1.776 2.070 -0.974
H2 -0.891 0.258 -1.859
H3 -0.566 -1.560 -1.400
H4 -2.315 0.396 0.015
H5 -0.505 -1.066 1.705
H6 -0.465 0.662 1.952

DFT total energy: -663.62489 Ha
Net charge: 0
E_LUMO: 0.62 eV
Structure (SMILES): N#CC1(S)CNC1
Multiplicity: 1
F_max: 0.06606 Eh/bohr
Relative energy (zero: lowest compared OMol25 entry of this formula, charge and spin): 2.8201 eV
E_HOMO: -9.54 eV



(4)
Computed, not measured: C4H6N2S in the gas phase at a distorted geometry, with wB97M-V/def2-TZVPD.

Cartesian coordinates (Å):
C1 0.977 -0.730 -0.870
C2 1.112 -0.831 0.706
C3 -0.073 -0.225 0.091
C4 -0.562 1.364 0.194
N1 -1.945 1.281 -0.167
N2 -2.465 0.214 -0.319
S1 -1.637 -1.112 0.128
H1 1.769 -0.155 -1.398
H2 0.662 -1.655 -1.388
H3 1.020 -1.738 1.247
H4 1.835 -0.141 1.022
H5 -0.568 1.780 1.226
H6 -0.124 1.946 -0.475

DFT total energy: -663.59829 Ha
Net charge: 0
E_LUMO: 0.86 eV
Structure (SMILES): C1CC12CN=NS2
Multiplicity: 1
F_max: 0.13280 Eh/bohr
Relative energy (zero: lowest compared OMol25 entry of this formula, charge and spin): 3.5441 eV
E_HOMO: -8.95 eV



(5)
Computed, not measured: C4H6N2S2 in the gas phase at a distorted geometry, with wB97M-V/def2-TZVPD.

Cartesian coordinates (Å):
N1 -2.559 0.407 -0.097
C1 -1.794 -0.688 -0.002
N2 -2.418 -1.888 0.093
C2 -0.388 -0.640 0.036
C3 0.399 0.496 0.052
S1 -0.069 2.124 -0.013
C4 1.904 0.306 0.118
S2 2.718 -1.067 -0.068
H1 -3.533 0.372 0.057
H2 -2.074 1.300 -0.090
H3 -1.834 -2.725 0.016
H4 -3.371 -1.987 -0.223
H5 0.128 -1.593 0.059
H6 2.406 1.241 0.264

DFT total energy: -1061.88758 Ha
Net charge: 0
E_LUMO: -0.97 eV
Structure (SMILES): NC(N)=CC(=S)C=S
Multiplicity: 1
F_max: 0.02074 Eh/bohr
Relative energy (zero: lowest compared OMol25 entry of this formula, charge and spin): 0.7780 eV
E_HOMO: -8.04 eV



(6)
Computed, not measured: a gas-phase ion, C4H6N3 (charge +1) at a distorted geometry, with wB97M-V/def2-TZVPD.

Cartesian coordinates (Å):
C1 1.311 -1.504 -0.745
C2 0.364 0.522 -0.586
C3 -0.069 -0.428 0.471
C4 -1.574 -0.458 0.760
N1 1.770 -0.919 -1.658
N2 0.466 -1.692 0.189
N3 0.864 1.672 -0.709
H1 0.415 -0.058 1.400
H2 -2.128 -0.685 -0.148
H3 -1.911 0.492 1.168
H4 -1.767 -1.249 1.483
H5 1.307 2.237 0.025
H6 0.951 2.072 -1.649

DFT total energy: -319.82809 Ha
Net charge: +1
E_LUMO (alpha / beta): -6.66 / -7.13 eV
Multiplicity: 1
F_max: 0.03908 Eh/bohr
Relative energy (zero: lowest compared OMol25 entry of this formula, charge and spin): 5.5384 eV
E_HOMO (alpha / beta): -15.48 / -15.22 eV



(7)
Computed, not measured: a gas-phase ion, C4H6N3O (charge +1) at a distorted geometry, with wB97M-V/def2-TZVPD.

Cartesian coordinates (Å):
H1 1.954 -2.968 0.446
N1 1.732 -1.992 0.262
N2 0.556 -1.783 -0.137
C1 -0.022 -0.588 -0.298
N3 0.573 0.612 -0.077
C2 -0.326 1.742 0.105
C3 1.837 0.845 0.032
C4 3.077 0.523 -0.040
O1 4.228 0.497 -0.073
H2 -0.093 -2.566 -0.342
H3 -1.062 -0.589 -0.588
H4 -1.314 1.522 -0.288
H5 0.073 2.630 -0.381
H6 -0.413 1.956 1.171

DFT total energy: -395.10120 Ha
Net charge: +1
E_LUMO (alpha / beta): -6.24 / -6.31 eV
Structure (SMILES): [H]/N=[NH+]/C=[N+](/C)C#C[O-]
Multiplicity: 1
F_max: 0.03204 Eh/bohr
Relative energy (zero: lowest compared OMol25 entry of this formula, charge and spin): 4.0106 eV
E_HOMO (alpha / beta): -13.75 / -13.58 eV



(8)
Computed, not measured: a gas-phase ion, C4H6N3O (charge +1) at a distorted geometry, with wB97M-V/def2-TZVPD.

Cartesian coordinates (Å):
C1 1.343 -0.081 0.286
C2 -1.291 0.591 0.126
C3 1.419 -0.410 -1.031
C4 -1.756 1.339 -0.758
N1 0.378 -0.591 1.110
N2 -0.829 -0.032 1.113
N3 1.956 1.035 0.819
O1 3.001 1.527 0.401
H1 2.152 0.123 -1.548
H2 0.700 -0.943 -1.682
H3 -1.715 2.504 -0.654
H4 -2.157 1.089 -1.792
H5 0.649 -0.956 2.009
H6 -1.197 0.070 2.047

DFT total energy: -394.99466 Ha
Net charge: +1
E_LUMO (alpha / beta): -5.13 / -5.37 eV
Multiplicity: 3
F_max: 0.10579 Eh/bohr
<S²>: 2.041
Relative energy (zero: lowest compared OMol25 entry of this formula, charge and spin): 2.9593 eV
E_HOMO (alpha / beta): -12.46 / -14.60 eV